The following is a DFT calculation (ωB97M-V with the def2-TZVPD basis set) of the ion C6H17N3 with charge +2.

CARTESIAN COORDINATES (ANGSTROEM)
C1 -3.242656 0.076249 0.120452
C2 -2.162556 -0.057921 1.006051
N1 -0.894123 -0.037062 0.795915
C3 -0.341340 -0.005506 -0.613217
C4 -0.218642 -1.345539 -1.210262
N2 1.096568 0.603384 -0.455549
C5 0.963252 2.058746 -0.370191
N3 1.662817 0.013359 0.940469
C6 2.723014 -0.986315 0.678407
H1 -3.043446 0.074046 -0.960472
H2 -3.838174 0.910992 0.431667
H3 -3.900147 -0.786281 0.337998
H4 -2.266716 -0.350650 2.089404
H5 -0.165171 -0.367283 1.415951
H6 -1.072500 0.526923 -1.140495
H7 0.135492 -1.946149 -0.248535
H8 0.324591 -1.382034 -2.149964
H9 -1.124942 -1.809234 -1.500121
H10 1.768070 0.405760 -1.198537
H11 0.192717 2.183629 0.351482
H12 1.911900 2.543863 -0.126414
H13 0.596194 2.480818 -1.284394
H14 2.052149 0.863517 1.245770
H15 3.457463 -0.562001 0.002022
H16 3.262686 -1.263029 1.578811
H17 2.123504 -1.842289 0.263763

Cartesian forces (eV/Å) of the 3 atoms listed first:
C -1.353 -0.821 -1.494
C 2.249 -1.266 3.627
N 0.349 -0.407 -3.341

Calculated values
* LUMO energy: -8.1 eV
* energy relative to the best compared isomer or geometry (same formula, charge and spin): 39.50 kcal/mol
* net charge: +2
* multiplicity: 1
* structure (SMILES): C/C=[NH+]\[C@H](C)[N@@H+](C)NC
* gap between HOMO and LUMO: 11.28 eV
* HOMO: -19.387 eV

---

The following is a DFT calculation (ωB97M-V with the def2-TZVPD basis set) of a structure of composition C20H14Br2IN3PdS.

CARTESIAN COORDINATES (ANGSTROEM)
Pd1 -0.193717 -0.037486 -1.427387
Br1 -5.418686 -0.934931 3.245244
C1 -3.977372 -0.783044 2.022114
C2 -3.762781 -1.760591 1.051687
C3 -2.665536 -1.619830 0.221264
N1 -1.843783 -0.576700 0.279401
C4 -2.052121 0.389792 1.191197
C5 -3.102470 0.298061 2.102359
C6 -1.115649 1.533734 1.147440
C7 -1.226562 2.629844 1.998428
C8 -0.344014 3.696158 1.850907
Br2 -0.501707 5.227784 2.951303
C9 0.664629 3.617959 0.890450
C10 0.728625 2.480289 0.107980
N2 -0.141997 1.484156 0.219539
H1 -4.433080 -2.596198 0.941074
H2 -2.427492 -2.378438 -0.517216
H3 -3.263968 1.040910 2.867122
H4 -1.994644 2.683187 2.752569
H5 1.362312 4.427856 0.750465
H6 1.512049 2.359214 -0.635158
S1 4.256621 -0.831452 -2.566814
C11 3.583616 0.066456 -3.859389
C12 2.257821 0.393397 -3.667445
C13 1.737832 -0.079606 -2.458118
C14 2.724338 -0.796313 -1.740513
C15 2.483348 -1.442139 -0.487497
C16 3.506415 -2.077209 0.237224
C17 3.201213 -2.699180 1.432289
C18 1.885945 -2.678953 1.878340
C19 0.928965 -2.006227 1.121617
N3 1.212996 -1.413075 -0.024039
H7 4.193198 0.345663 -4.701686
H8 1.709327 0.953125 -4.404580
H9 4.518442 -2.050047 -0.141760
H10 3.972077 -3.197055 2.003061
H11 1.603095 -3.178260 2.790151
H12 -0.100405 -1.967462 1.452351
I1 -1.342486 0.979946 -4.054117
C20 -2.337959 0.218199 -2.348541
H13 -2.946996 0.987502 -1.893676
H14 -2.849438 -0.709033 -2.577642

Cartesian forces (eV/Å) of the 3 atoms listed first:
Pd -0.466 -1.792 -0.319
Br 0.552 0.084 -0.520
C -0.151 -0.106 0.204

Calculated values
* LUMO energy (alpha / beta): -9.3 / -9.3 eV
* energy relative to the best compared isomer or geometry (same formula, charge and spin): 53.25 kcal/mol
* net charge: +2
* multiplicity: 1
* gap between HOMO and LUMO (alpha / beta): 4.76 / 4.76 eV
* HOMO (alpha / beta): -14.035 / -14.036 eV

---

The following is a DFT calculation (ωB97M-V with the def2-TZVPD basis set) of a cluster of 10 separate species, C36H99ClN9O13 in total.

CARTESIAN COORDINATES (ANGSTROEM)
Cl1 -0.308924 0.435893 0.553708
O1 0.941376 0.695003 1.271998
O2 -1.234664 -0.309967 1.345208
O3 -1.034464 1.643193 0.193578
O4 0.031336 -0.304027 -0.630862
C1 3.474156 2.090303 -2.780312
C2 3.969066 0.848243 -3.537392
C3 3.627486 0.831993 -5.054582
O5 2.302966 1.251723 -5.399812
C4 1.964696 1.472433 -6.771802
N1 5.409366 1.067753 -3.352362
H1 2.388566 2.177323 -2.825282
H2 3.929836 2.978103 -3.218822
H3 3.783186 1.913043 -1.750172
H4 3.610136 -0.091667 -3.118052
H5 3.922476 -0.138857 -5.452742
H6 4.318556 1.533023 -5.522662
H7 1.898036 0.503633 -7.266852
H8 2.700486 2.054563 -7.326642
H9 0.980526 1.896163 -6.971712
H10 6.028566 0.651093 -4.032852
H11 5.624026 2.035613 -3.545432
C5 2.708136 6.920783 1.806068
C6 1.235386 6.973813 2.441688
C7 0.144556 6.703773 1.412218
O6 -1.058714 6.932893 2.106428
C8 -2.211214 6.823043 1.259628
N2 1.231296 5.993193 3.496338
H12 2.969276 7.755783 1.155918
H13 2.890736 5.980123 1.286548
H14 3.344876 7.075193 2.677168
H15 1.044856 7.901343 2.981568
H16 0.188666 5.643983 1.161228
H17 0.225956 7.270663 0.484798
H18 -3.173004 7.123353 1.675418
H19 -2.236774 5.772283 0.970948
H20 -2.074204 7.338033 0.308788
H21 0.311706 5.589113 3.601968
H22 1.833546 5.248083 3.176648
C9 -1.617614 -2.124437 -5.943982
C10 -0.972154 -3.366587 -5.371202
C11 0.539696 -3.329357 -5.088162
O7 0.905206 -4.517927 -4.323632
C12 2.277346 -4.864337 -4.361932
N3 -1.789914 -3.645607 -4.122872
H23 -2.657854 -2.390547 -6.131562
H24 -1.073394 -1.995227 -6.879522
H25 -1.445644 -1.222777 -5.356152
H26 -1.120194 -4.191857 -6.067702
H27 0.934036 -2.452897 -4.573942
H28 1.026056 -3.434677 -6.057932
H29 2.531576 -5.729597 -3.749742
H30 2.992856 -4.096497 -4.067702
H31 2.484786 -5.059687 -5.414032
H32 -1.746144 -2.748967 -3.660022
H33 -2.763794 -3.576197 -4.381432
C13 -5.514944 -0.436337 4.641128
C14 -4.435764 -0.046477 5.690978
C15 -4.857724 1.244873 6.408518
O8 -3.750304 1.528333 7.302858
C16 -3.775374 2.873243 7.718768
N4 -4.251664 -1.117717 6.708348
H34 -5.765244 0.324003 3.901308
H35 -6.441004 -0.664147 5.168978
H36 -5.271604 -1.313397 4.041418
H37 -3.478974 0.140193 5.203308
H38 -5.748614 1.138903 7.027558
H39 -4.957934 1.968213 5.599298
H40 -3.692754 3.512783 6.839988
H41 -2.946344 3.148513 8.370718
H42 -4.691744 3.174333 8.226398
H43 -5.220414 -1.307917 6.921498
H44 -4.113074 -1.906237 6.092608
C17 1.539846 -4.960717 1.532658
C18 1.093586 -5.521677 0.176558
C19 1.032946 -7.054257 0.141338
O9 0.597296 -7.560077 -1.130042
C20 0.774386 -8.997437 -1.047722
N5 -0.237054 -5.021657 -0.233472
H45 2.399766 -5.474967 1.961848
H46 0.768946 -5.121427 2.286308
H47 1.806166 -3.905657 1.469278
H48 1.793696 -5.176127 -0.584062
H49 0.343196 -7.367857 0.924898
H50 2.022086 -7.390137 0.452618
H51 1.836226 -9.231777 -0.972532
H52 0.469416 -9.499777 -1.965732
H53 0.243596 -9.367767 -0.170662
H54 -0.070504 -4.026487 -0.278312
H55 -0.828694 -5.175917 0.570448
C21 0.074726 5.700433 -3.823552
C22 -1.135164 5.139273 -4.502422
C23 -1.271684 5.690243 -5.967822
O10 -1.961044 6.949553 -5.860522
C24 -2.580574 7.348243 -7.086932
N6 -0.955594 3.691413 -4.458572
H56 1.027796 5.407843 -4.264192
H57 0.195626 5.475043 -2.763982
H58 0.069056 6.790193 -3.846032
H59 -2.050854 5.385623 -3.964902
H60 -1.924584 5.016563 -6.522772
H61 -0.285254 5.746993 -6.428082
H62 -3.417704 6.699083 -7.343652
H63 -1.859224 7.418913 -7.901022
H64 -3.062024 8.299183 -6.858822
H65 -0.818404 3.303463 -3.536192
H66 -0.112474 3.443863 -4.956522
C25 6.376616 0.016963 2.019708
C26 6.205316 -1.483367 1.785378
C27 5.843956 -2.308937 3.089808
O11 6.730026 -1.979967 4.139308
C28 8.075996 -2.474447 4.019368
N7 5.238746 -1.620307 0.707018
H67 5.461586 0.420613 2.453178
H68 6.557106 0.462393 1.041388
H69 7.208836 0.227333 2.691468
H70 7.158616 -1.855837 1.410438
H71 5.752406 -3.374577 2.879728
H72 4.931236 -1.972227 3.581408
H73 8.767526 -2.082007 4.764938
H74 8.576666 -2.154857 3.105418
H75 8.119926 -3.563307 3.996118
H76 4.324636 -1.347697 1.038978
H77 5.469276 -0.979937 -0.039232
C29 1.607976 -3.552647 6.855278
C30 0.807406 -2.342737 7.326458
C31 0.598526 -1.320427 6.197838
O12 -0.148734 -0.201627 6.690178
C32 0.206686 1.038883 6.092628
N8 -0.511844 -2.643277 7.847718
H78 1.840776 -4.267517 7.644488
H79 2.579956 -3.165867 6.549058
H80 1.137666 -3.979877 5.969628
H81 1.407036 -1.854157 8.094468
H82 0.055186 -1.774857 5.369368
H83 1.558966 -0.947027 5.842548
H84 1.295316 1.078613 6.129938
H85 -0.264734 1.798663 6.715998
H86 -0.149954 1.158933 5.069638
H87 -0.333284 -3.240817 8.642178
H88 -0.786134 -3.356777 7.187598
C33 -5.994964 -0.061387 -1.085702
C34 -5.499384 -1.202897 -1.874282
C35 -6.491844 -1.670607 -2.967952
O13 -6.156034 -2.941217 -3.490012
C36 -6.848614 -3.352267 -4.691232
N9 -4.320864 -0.768267 -2.515462
H89 -6.846174 -0.330287 -0.460202
H90 -6.307774 0.806813 -1.665782
H91 -5.259694 0.213053 -0.329292
H92 -5.205324 -2.091287 -1.315352
H93 -6.667904 -1.044027 -3.842312
H94 -7.491424 -1.738547 -2.538642
H95 -6.738574 -2.646237 -5.514342
H96 -7.935194 -3.391627 -4.614392
H97 -6.434884 -4.286317 -5.071322
H98 -3.700494 -0.234537 -1.923532
H99 -4.610894 -0.063887 -3.178652

Cartesian forces (eV/Å) of the 3 atoms listed first:
Cl 0.020 0.387 -0.272
O -1.041 0.316 -0.121
O -0.023 -1.014 1.025

Calculated values
* LUMO energy: 2.2 eV
* energy relative to the best compared isomer or geometry (same formula, charge and spin): 96.94 kcal/mol
* net charge: -1
* multiplicity: 1
* gap between HOMO and LUMO: 8.39 eV
* HOMO: -6.174 eV

---

The following is a DFT calculation (ωB97M-V with the def2-TZVPD basis set) of a cluster of 3 separate species, C20H46N in total.

CARTESIAN COORDINATES (ANGSTROEM)
C1 5.385930 1.183021 1.248104
C2 5.130509 1.890153 -0.077985
C3 4.120704 1.149198 -0.949032
C4 2.645161 1.226900 -0.525862
C5 2.133781 2.583172 -0.043036
C6 0.770664 2.447396 0.651171
C7 -0.297531 1.630765 -0.099285
N1 -0.568878 0.415138 0.596269
C8 -1.344668 -0.442016 -0.239829
H1 4.461454 0.976124 1.790109
H2 5.908440 0.237309 1.087664
H3 6.021777 1.796363 1.892096
H4 4.820675 2.919554 0.104801
H5 6.078379 1.953411 -0.625661
H6 4.216832 1.508982 -1.979115
H7 4.404736 0.090715 -0.964456
H8 2.389041 0.494808 0.246198
H9 2.047993 0.935410 -1.391557
H10 2.824529 2.996990 0.701314
H11 2.104356 3.311017 -0.864207
H12 0.390459 3.445485 0.897300
H13 0.936842 1.908427 1.587672
H14 0.041160 1.449122 -1.150961
H15 -1.204046 2.288249 -0.224547
H16 -2.108488 0.102806 -0.845991
H17 -1.907324 -1.186107 0.345520
H18 -0.745065 -1.030386 -0.984090
C9 1.712118 -0.036848 2.987677
C10 1.862241 -1.302505 2.154349
C11 1.348518 -2.559116 2.854677
C12 2.073813 -2.914766 4.154820
C13 3.584606 -3.097015 4.015316
C14 3.976809 -4.225704 3.067468
H19 2.283301 -0.082801 3.919883
H20 2.064097 0.828373 2.424585
H21 0.663881 0.139551 3.233893
H22 2.911196 -1.431071 1.865715
H23 1.305156 -1.165968 1.224026
H24 1.406588 -3.403897 2.161669
H25 0.285149 -2.426396 3.076042
H26 1.641580 -3.837698 4.558384
H27 1.881621 -2.140291 4.902382
H28 4.006122 -3.298364 5.004953
H29 4.039766 -2.162819 3.675826
H30 3.561200 -5.178645 3.404755
H31 5.061604 -4.334424 3.012455
H32 3.614135 -4.042103 2.055415
C15 -3.866596 2.388237 -2.903394
C16 -5.129460 1.795006 -2.285686
C17 -5.051231 0.281276 -2.093489
C18 -4.878242 -0.522858 -3.382362
C19 -5.970264 -0.308643 -4.430191
C20 -7.362179 -0.708484 -3.950812
H33 -3.680636 1.987552 -3.902234
H34 -3.947654 3.473083 -2.996603
H35 -2.994147 2.166942 -2.285392
H36 -6.001065 2.057361 -2.895939
H37 -5.293894 2.255360 -1.307867
H38 -5.946194 -0.060869 -1.563923
H39 -4.208014 0.056230 -1.436014
H40 -4.837128 -1.586045 -3.124007
H41 -3.908230 -0.288170 -3.827615
H42 -5.719266 -0.891564 -5.321438
H43 -5.982061 0.738278 -4.747258
H44 -7.384297 -1.761929 -3.661771
H45 -8.108056 -0.560609 -4.734527
H46 -7.672308 -0.119653 -3.086373

Cartesian forces (eV/Å) of the 3 atoms listed first:
C 0.143 0.193 0.129
C 0.190 -0.237 -0.005
C -0.144 0.077 -0.026

Calculated values
* LUMO energy: 3.0 eV
* net charge: -1
* multiplicity: 1
* gap between HOMO and LUMO: 4.53 eV
* HOMO: -1.529 eV

---

Max |F| / eV/Å: 4.5 2.4 2.9 0.5